The molecule C3H4OSi at a distorted geometry, computed with ωB97M-V/def2-TZVPD.

## Properties
Max |F| (eV Å⁻¹): 6.3
SMILES: O=c1cc1[SiH3]
Energy relative to the best compared isomer or geometry (same formula, charge and spin) (kcal/mol): 37.6
Multiplicity: 1
HOMO level (Eh): -0.325

Cartesian coordinates (Å):
H (-0.34, 2.60, -0.25)
C (0.12, -1.56, 0.22)
H (0.26, 1.03, -1.95)
Si (-0.60, 1.24, -0.77)
H (-1.96, 1.20, -0.54)
C (0.10, -0.18, 0.23)
C (0.90, -0.93, 1.23)
O (1.74, -0.95, 2.01)
H (-0.22, -2.46, -0.18)



The molecule C3H2N2O at a distorted geometry, computed with ωB97M-V/def2-TZVPD.

## Properties
Max |F| (eV Å⁻¹): 1.5
SMILES: N#CC(O)C#N
Energy relative to the best compared isomer or geometry (same formula, charge and spin) (kcal/mol): 19.9
Multiplicity: 1
HOMO level (Eh): -0.450

Cartesian coordinates (Å):
H (-0.46, -0.96, 1.36)
N (-0.65, 2.49, -0.98)
C (-0.13, 0.03, -0.22)
O (-0.81, -0.13, 1.00)
C (-0.31, 1.44, -0.63)
C (1.19, -0.67, 0.03)
H (-0.54, -0.58, -1.03)
N (1.70, -1.61, 0.48)



The molecule C4ClF3 at a distorted geometry, computed with ωB97M-V/def2-TZVPD.

## Properties
Max |F| (eV Å⁻¹): 3.5
Energy relative to the best compared isomer or geometry (same formula, charge and spin) (kcal/mol): 1.2
Multiplicity: 1
HOMO level (Eh): -0.423

Cartesian coordinates (Å):
C (-0.01, -1.97, 1.14)
C (0.07, -0.91, 0.46)
F (-0.44, 1.48, 1.15)
C (-0.59, 0.46, 0.21)
F (0.22, -0.33, -1.88)
C (0.52, 0.04, -0.62)
F (-1.89, 0.46, -0.13)
Cl (2.11, 0.77, -0.33)



A cluster of 2 separate species, C4H8O2 in total, computed with ωB97M-V/def2-TZVPD.

## Properties
Max |F| (eV Å⁻¹): 0.5
Energy relative to the best compared isomer or geometry (same formula, charge and spin) (kcal/mol): 115.7
Multiplicity: 1
HOMO level (Eh): -0.304

Cartesian coordinates (Å):
H (2.22, -0.89, 0.88)
H (-2.31, 0.75, 0.61)
H (-1.44, 1.76, -1.41)
C (-1.32, 1.07, 0.94)
O (0.20, 0.85, -2.19)
H (1.93, -1.00, -0.90)
O (-0.32, 0.74, -0.03)
H (-1.05, 0.50, 1.83)
H (-1.31, 2.15, 1.14)
H (-0.32, -1.65, -0.59)
H (1.86, -2.44, 0.13)
C (0.17, -1.41, 0.39)
C (1.62, -1.36, 0.09)
C (-0.53, 1.14, -1.30)